# 1
118
Properties=species:S:1:pos:R:3 method="wB97M-V/def2-TZVPD" energy_ev=-317841.07777 spin_multiplicity=1 homo_energy_ev=-9.52 relative_energy_kcal_mol=53.2 charge=0 gap_ha=0.3651 smiles="CC[C@@H]1COC(=O)[C@@H]1CCCC(=O)O.ClCCCl.ClCCCl.ClCCCl.ClCCCl.ClCCCl.ClCCCl.ClCCCl.ClCCCl.ClCCCl.ClCCCl.ClCCCl"
Cl 0.8916 -3.3247 0.4146
Cl 0.2290 -6.6615 4.1296
Cl 1.4537 -6.6259 1.0928
Cl 7.9268 -3.9531 -5.8258
Cl 5.3922 -0.5090 -2.1049
Cl -0.6737 -3.2724 -2.1979
Cl -3.7977 6.1483 5.9881
Cl -3.9681 7.1187 2.7216
Cl -0.9436 1.0889 -2.3969
Cl 1.4317 -0.9109 -6.8287
Cl 1.0070 1.8159 -5.0922
Cl -7.9353 3.0654 1.1949
Cl -1.7360 -0.5841 0.7861
Cl -11.0290 1.6294 1.3671
Cl 3.3515 -5.2537 4.0123
Cl 6.1398 -1.0437 -5.8601
Cl 5.3909 3.4607 -1.5221
Cl 3.2053 1.5516 0.2739
Cl -3.5380 -3.4092 0.1530
Cl 1.4338 -0.2842 -10.1855
Cl 3.8493 -3.5502 -2.0380
Cl 1.1213 -3.9309 -5.0248
O -3.8225 0.3212 4.2958
O -0.0870 3.7494 0.2850
O -5.6650 -0.4291 3.1714
O -0.7588 5.6401 1.6324
C 2.5388 -5.5073 0.2266
C 3.0753 -1.9472 -1.9013
C -4.2715 3.1791 3.0677
C 0.9082 -5.0006 -3.6167
C -4.6313 0.5328 3.3766
C -2.0566 -1.9261 1.9166
C -0.8577 4.4623 1.2519
C 2.6203 -1.2504 -9.2733
C -0.4631 -4.8538 -2.9903
C 2.4582 -4.0952 0.7722
C -2.7314 3.5988 3.0866
C -1.9516 3.3596 1.7177
C -0.5573 2.5576 -4.6729
C -4.5822 1.7711 2.3704
C 1.9822 -2.0033 -8.1237
C -0.7425 2.6791 -3.1748
C 0.4126 2.3367 2.7309
C 0.7370 1.0748 3.6924
C -8.6935 2.3155 2.6232
C 2.5680 -6.0169 5.4171
C -4.2882 8.1245 4.1557
C 4.6424 2.4032 0.8911
C 7.6484 -1.3653 -4.9701
C -2.1074 -3.2613 1.2066
C -9.5659 1.1333 2.2529
C 8.5729 -2.2954 -5.7290
C 3.7763 -0.9022 -2.7413
C -3.3972 7.7518 5.3229
C -0.8919 2.1337 1.8219
C -0.2728 2.2884 0.3272
C 1.6830 -7.1819 5.0202
C 4.8848 3.7119 0.1673
H 3.4080 -0.5803 -8.9264
H -9.0256 0.4123 1.6378
H 5.6882 4.2634 0.6592
H -9.2612 3.0850 3.1479
H 1.7017 -4.7809 -2.9023
H -2.1695 -4.0698 1.9376
H -0.2116 0.7478 4.2285
H -4.1026 9.1597 3.8633
H 3.5529 -5.8936 0.3471
H -2.6282 3.0732 0.8293
H 4.4654 2.5937 1.9516
H -0.5706 3.5489 -5.1299
H -7.8816 1.9867 3.2756
H -5.3448 8.0270 4.4092
H -1.4848 1.1483 1.9365
H -3.9052 1.5003 1.4970
H -9.9018 0.6240 3.1580
H -2.7039 4.7443 3.2850
H 0.6689 1.6718 0.0915
H 8.1370 -0.4009 -4.8179
H -1.2164 -3.4176 0.5968
H 1.2284 0.2202 3.1246
H 9.5344 -2.3608 -5.2164
H 7.3846 -1.7701 -3.9921
H 8.7522 -1.9422 -6.7455
H -2.9879 -1.7133 2.4436
H 0.1044 3.1824 -2.7051
H -1.2570 -4.9699 -3.7294
H 1.3336 -7.6993 5.9158
H -2.1825 3.1394 3.9895
H 3.9926 4.3401 0.1639
H 3.1997 0.0251 -2.7365
H 3.0571 -1.6685 -0.8463
H 2.0438 -2.0651 -2.2399
H 1.3709 2.5177 2.1237
H 3.8888 -1.2263 -3.7770
H -1.6440 3.2544 -2.9558
H 2.2195 -7.9009 4.3994
H -1.2454 -1.9247 2.6475
H -5.6455 1.8562 1.9292
H 0.2948 3.2415 3.4339
H -5.9378 -0.3562 2.2311
H -1.0648 1.8772 -0.3878
H 1.1265 -2.5933 -8.4554
H 1.0446 -6.0238 -3.9728
H -0.6017 -5.6146 -2.2190
H 3.2267 -3.4736 0.3097
H 2.0053 -5.2485 5.9490
H -4.9738 3.9817 2.6420
H 2.6075 -4.0732 1.8509
H 1.4810 1.4594 4.4836
H 2.2862 -5.5438 -0.8330
H 3.3686 -6.3672 6.0711
H 5.4974 1.7311 0.8050
H -3.5281 8.4718 6.1330
H 2.7108 -2.6821 -7.6757
H -4.5882 3.0689 4.1719
H -1.3495 1.9627 -5.1297
H -2.3440 7.7474 5.0387
H 3.0613 -1.9573 -9.9788

=====

# 2
99
Properties=species:S:1:pos:R:3 method="wB97M-V/def2-TZVPD" energy_ev=-95465.57730 spin_multiplicity=5 homo_energy_ev="-9.04 / -9.05" relative_energy_kcal_mol=0.0 charge=+1 gap_ha="0.2123 / 0.1926"
Cr -0.3229 -0.0931 -0.3578
P 0.9076 -1.5179 4.2434
P 2.2836 0.5208 -0.5697
P -2.5399 -0.8553 -0.5571
O -0.3926 2.1200 1.7364
N -0.3451 0.9257 -1.9715
N 0.0303 -1.7802 -1.3928
C 0.0908 3.7269 -3.4798
C 3.2329 0.3907 -3.2784
C 0.0954 2.3021 -4.0411
C -0.6721 -0.5788 4.2933
C 2.4136 0.0476 2.2428
C 2.3309 -1.1128 -1.2018
C 1.1784 2.1310 -5.0912
C 1.6754 -3.3769 -2.0445
C -0.3387 1.2432 0.9450
C 5.0178 1.0250 -1.7087
C 0.3465 1.3324 -2.8538
C -3.7994 0.5340 -0.8824
C -4.4482 -2.9325 -0.0199
C -0.5995 -3.6116 -2.7821
C 3.3049 0.5669 1.1140
C -3.4993 -1.6068 1.9296
C 0.3255 -3.1018 3.5121
C 0.7025 -4.1215 -2.6866
C 3.1565 2.6273 -2.1373
C 1.3645 -2.0957 -1.5282
C -0.9051 -2.4517 -2.0847
C -1.2546 1.9667 -4.6729
C 4.5384 -0.3392 1.0956
C -2.2762 -1.8040 -2.1289
C -5.2442 0.1506 -0.5459
C 3.5211 1.1607 -1.9839
C -2.0967 -3.2940 0.7317
C -3.7143 0.9191 -2.3608
C 1.0399 -1.9892 6.0103
C -3.1991 -2.2353 0.5607
C -3.3736 1.7518 -0.0443
C 3.6594 2.0385 1.3995
H 0.1418 -2.5258 6.3414
H -0.5733 0.2274 5.0384
H -4.1734 -0.7418 1.8706
H -3.9821 -2.3682 2.5620
H -0.7693 -3.1978 3.5740
H -1.3661 2.4647 -5.6476
H -5.3578 -2.3297 0.0752
H 5.3256 -0.0203 -1.5787
H 0.8062 -3.9432 4.0329
H -5.8867 1.0117 -0.7901
H -2.3346 -1.1082 -2.9854
H 2.1695 -1.0153 2.1018
H -1.3425 0.8809 -4.8301
H -4.1197 2.5480 -0.1831
H -4.3071 1.8295 -2.5357
H 1.1968 1.0919 -5.4410
H 1.1756 -1.0754 6.6026
H 2.7568 2.6653 1.4080
H 2.9443 0.1446 3.2045
H -4.3316 -3.2297 -1.0709
H -1.8604 -3.8087 -0.2080
H 1.9264 -2.6251 6.1279
H 1.4808 0.6121 2.3256
H 2.1656 2.3887 -4.6918
H 4.3641 2.4665 0.6763
H -1.3753 -4.1064 -3.3667
H -2.4005 2.1441 -0.3651
H -3.0578 -2.5577 -2.2875
H 3.7407 3.0661 -2.9611
H -2.0843 2.3011 -4.0389
H -2.6802 1.1370 -2.6429
H -5.5976 -0.6989 -1.1441
H -1.4979 -1.2527 4.5729
H 2.1568 0.4011 -3.4950
H 2.0913 2.6948 -2.3765
H 4.1254 2.1178 2.3941
H 0.9874 2.7781 -5.9569
H 2.7039 -3.7107 -1.9400
H -2.5710 -1.2837 2.4260
H 1.0782 4.0170 -3.0986
H -5.3887 -0.0629 0.5198
H 3.7574 0.8698 -4.1191
H -3.3114 1.5222 1.0263
H -4.1028 0.1406 -3.0289
H 3.5566 -0.6561 -3.2380
H -2.4556 -4.0535 1.4426
H 5.5509 1.3995 -2.5986
H 5.3089 -0.0309 0.3876
H 3.3643 -1.4822 -1.2840
H 5.3622 1.6264 -0.8587
H -1.1709 -2.8620 1.1389
H -0.1906 4.4505 -4.2583
H 4.2724 -1.3831 0.8803
H 5.0093 -0.3081 2.0929
H 3.3472 3.2135 -1.2281
H -0.6239 3.8146 -2.6460
H -4.6140 -3.8576 0.5542
H 0.9415 -5.0909 -3.1227
H -0.8699 -0.1177 3.3126
H 0.6304 -3.1285 2.4553